No. 1
ORCA calculation (ωB97M-V with the def2-TZVPD basis set) on a molecular structure, C23H39Cl2N6O3Ru in a non-equilibrium geometry.

Properties
Spin multiplicity: 6
Energy above the lowest of the compared OMol25 structures with the same formula, charge and spin (eV): 1.280

Geometry as XYZ:
```
74
Properties=species:S:1:pos:R:3:forces:R:3
O 2.02016 0.41904 -1.80349 2.39 1.51 -3.51
C 2.30326 1.58321 -2.23965 0.01 -0.63 -1.24
C 2.86579 1.72399 -3.55136 -0.51 0.02 2.04
C 3.32049 0.59637 -4.27327 -0.68 -0.46 1.04
H 3.23188 -0.39333 -3.82236 0.05 0.33 -0.07
C 3.83498 0.76070 -5.55853 0.47 0.39 -0.99
H 4.13583 -0.11804 -6.12778 -0.04 0.20 0.09
C 3.96828 2.03815 -6.11973 0.37 0.53 -0.79
H 4.40819 2.15696 -7.11048 -0.24 -0.04 0.34
C 3.55212 3.16256 -5.39121 0.70 -0.12 -1.55
H 3.63205 4.15795 -5.83940 -0.01 -0.38 0.18
C 3.03109 3.01511 -4.11376 -0.55 -0.23 0.99
H 2.69025 3.85868 -3.52102 0.15 0.06 -0.18
H 2.05748 2.48006 -1.64572 0.04 -0.36 -0.22
C 3.43769 1.77450 0.56477 0.34 -0.20 0.44
C 1.99200 1.44487 0.76017 -0.69 -0.28 0.28
H 3.97757 1.73655 1.52234 0.08 0.01 -0.22
H 3.49384 2.80898 0.19529 0.22 -0.17 0.03
H 3.93958 1.09937 -0.14221 -0.14 0.22 0.26
C 1.23554 1.91934 1.77606 0.36 -0.47 -0.83
C 1.80016 2.39058 3.07976 0.25 0.68 0.17
H 0.15040 1.89022 1.68412 0.16 -0.47 0.16
H 2.59237 3.13621 2.91716 -0.13 -0.11 0.18
H 2.25161 1.57114 3.66793 -0.22 0.19 -0.24
H 1.01666 2.85626 3.68423 0.17 -0.04 0.06
Ru 1.01015 -0.04587 -0.20713 -2.74 1.45 3.19
Cl 2.66910 -1.58156 0.30228 1.26 -0.97 0.22
Cl -0.58392 1.52865 -1.08755 -0.20 1.02 -0.09
C 0.98550 -1.45684 2.86572 -1.00 0.99 -1.23
O 0.19734 -0.85258 2.09854 1.30 -1.26 1.75
N 0.61603 -2.17890 3.93346 -0.11 0.05 0.38
C -0.74164 -2.18758 4.46047 -0.09 -0.13 -0.15
C 1.63299 -2.85972 4.71709 0.01 0.22 -0.06
H 2.08060 -1.45564 2.71127 -0.45 0.07 -0.18
H -1.40193 -1.60062 3.80695 0.31 -0.22 0.17
H -0.75467 -1.76292 5.47472 0.04 0.00 -0.23
H -1.10045 -3.22551 4.53667 0.00 0.28 -0.11
H 2.59074 -2.74607 4.19847 -0.15 -0.16 0.21
H 1.39247 -3.92260 4.81989 0.06 0.10 -0.04
H 1.71210 -2.41807 5.71831 0.00 -0.08 -0.10
H -4.79212 2.32660 3.33563 0.10 0.01 0.04
H -5.52183 3.41559 1.09529 0.40 0.15 -0.12
C -3.77167 2.65171 3.09758 0.00 0.07 0.03
C -4.45546 3.67858 0.95299 0.08 -0.08 0.04
N -3.60245 2.74149 1.66518 -0.46 0.18 -0.08
H -3.04932 1.92829 3.49021 -0.20 0.27 -0.09
C -2.81850 1.85073 1.03367 0.94 -1.01 0.77
O -2.12120 1.01984 1.63273 -1.08 1.09 -0.74
H -4.20776 3.65465 -0.12343 -0.14 0.07 0.53
H -2.83219 1.94463 -0.06690 0.06 -0.07 0.27
H -3.61347 3.64269 3.52873 0.03 -0.08 0.18
H -4.28711 4.69435 1.35577 -0.12 -0.34 -0.30
C -0.01699 -2.82289 -0.87452 -0.51 -0.58 -0.21
N -0.59542 -1.45008 -0.88869 -0.48 -1.17 -0.53
C -1.77800 -1.42022 0.03442 -0.40 0.12 0.24
N -2.77147 -2.44401 -0.28192 0.05 -0.25 -0.49
C -2.11924 -3.77348 -0.25434 -0.14 0.39 -0.32
N -1.01976 -3.85554 -1.23152 0.39 0.36 -0.02
C -1.52465 -3.54644 -2.59007 -0.19 0.15 0.62
N -2.16389 -2.22282 -2.63054 0.16 -0.05 -0.03
C -1.15232 -1.21610 -2.27707 -0.41 -0.11 0.13
C -3.27546 -2.19951 -1.65326 0.71 0.09 0.34
H 0.39844 -3.04429 0.11610 -0.19 0.16 -0.23
H 0.80374 -2.85603 -1.60013 -0.12 0.00 0.16
H -2.23894 -0.42945 -0.05670 0.26 -0.38 0.02
H -1.46059 -1.54040 1.07737 0.08 0.05 -0.51
H -2.87420 -4.52981 -0.50681 0.16 0.08 0.11
H -1.72853 -3.96303 0.76348 -0.12 0.09 -0.49
H -0.68089 -3.55285 -3.30172 -0.32 -0.09 0.29
H -2.26796 -4.30108 -2.87383 0.18 0.04 0.00
H -1.61081 -0.21685 -2.32527 0.34 -0.51 0.16
H -0.32406 -1.27162 -2.99698 -0.15 0.03 0.19
H -3.99773 -2.98251 -1.90736 0.09 0.12 -0.06
H -3.77189 -1.21373 -1.67913 0.23 -0.37 -0.02
```
Positions in Å, forces in eV/Å.


No. 2
ORCA calculation (ωB97M-V with the def2-TZVPD basis set) on 6 unconnected molecules or ions with the total composition C23H39I2NO22S5Si in a non-equilibrium geometry.

Properties
Total energy (eV): -149262.2261
Structure (SMILES): CC[Si@@](Cc1ccccc1C)(ON=O)[C@H](I)[C@@H](C)I.O=S1(=O)OCCO1.O=S1(=O)OCCO1.O=S1(=O)OCCO1.O=S1(=O)OCCO1.O=S1(=O)OCCO1

Geometry as XYZ:
```
93
Properties=species:S:1:pos:R:3:forces:R:3
C 1.32294 -3.21562 2.18979 -0.36 -0.68 0.88
C -0.04357 -2.36301 1.95744 0.61 -0.93 1.43
Si -0.40416 -1.92409 0.13451 -0.85 1.17 1.25
C 0.83340 -0.57823 -0.39955 0.79 0.35 -0.42
C 2.29101 -1.07034 -0.79534 4.01 0.10 -1.23
C 2.73354 -2.49936 -1.16979 2.43 2.32 -0.17
C 4.21064 -2.83498 -1.59013 -0.73 3.14 0.55
C 5.32006 -1.73504 -1.66748 -4.51 0.38 1.26
C 4.88861 -0.29684 -1.26705 -2.24 -2.76 -0.12
C 3.41543 0.03764 -0.84586 1.17 -2.17 -1.00
C 3.14260 1.58395 -0.47317 0.68 -0.88 0.78
O -0.52960 -3.29922 -0.94098 0.55 1.74 0.60
N -0.50995 -4.44238 -0.19862 -1.50 -1.78 0.84
O -1.56813 -4.67612 0.30182 1.43 0.22 -0.59
C -2.15852 -1.06724 0.07869 0.80 0.87 -2.39
I -3.57249 -1.88024 1.51517 0.45 0.73 -0.45
C -2.64061 -1.23236 -1.47842 0.01 -1.57 0.54
C -3.61997 -2.47957 -1.71228 -0.62 0.51 -1.50
I -3.64089 0.58865 -2.22792 0.33 -0.71 0.33
H 1.83556 -3.54985 1.22856 -0.43 0.73 1.41
H 2.02193 -2.65310 2.91297 -0.85 -0.85 -1.54
H 1.04348 -4.18944 2.75181 0.47 1.52 -0.97
H -0.87835 -2.97117 2.47218 1.09 1.11 -1.07
H 0.06021 -1.40535 2.60048 -0.38 -1.26 -1.37
H 0.95781 0.13078 0.50905 -0.41 -1.28 -1.29
H 0.33642 0.08371 -1.21248 1.01 -1.07 1.03
H 1.98319 -3.35205 -1.14952 1.12 1.27 -0.09
H 4.45827 -3.92120 -1.88520 -0.48 1.98 0.59
H 6.37224 -2.02820 -2.01262 -1.79 0.70 0.69
H 5.66239 0.53845 -1.31858 -1.57 -1.32 0.14
H 3.56586 2.31022 -1.25803 -0.86 -1.26 1.07
H 2.04912 1.79607 -0.21452 1.60 -0.25 -0.71
H 3.74208 1.77484 0.49856 -0.94 -0.18 -1.51
H -1.94940 0.06207 0.19788 -0.69 -1.75 0.45
H -1.73768 -1.37361 -2.18876 -1.38 0.45 1.29
H -4.67119 -2.28906 -1.27371 1.89 -0.38 -0.45
H -3.19330 -3.48925 -1.39816 -0.46 1.59 -0.06
H -3.79160 -2.54745 -2.85666 0.31 0.09 1.78
O -3.64337 6.39806 -6.59602 0.91 -0.58 0.13
S -2.67067 5.44590 -6.14837 -0.10 -0.01 0.09
O -1.26113 5.68514 -6.21752 -1.07 0.09 0.05
O -2.99113 4.02285 -6.85975 -0.17 0.77 0.35
C -3.22131 3.02902 -5.85998 0.27 -0.42 0.45
C -3.77263 3.78515 -4.66129 -0.61 -0.22 -0.19
O -3.04345 5.01208 -4.62945 0.57 0.02 -0.73
H -2.26419 2.55626 -5.62230 -0.08 -0.02 0.04
H -3.91709 2.27364 -6.22689 0.05 0.22 -0.14
H -3.64361 3.23607 -3.72884 0.20 0.26 -0.03
H -4.83132 4.02475 -4.79859 0.03 -0.09 0.01
O -3.61584 2.55945 0.94501 -0.58 0.73 0.39
S -4.76732 3.17943 1.53081 -0.21 -0.27 0.15
O -5.05089 4.57630 1.39449 0.38 -0.96 -0.15
O -4.80241 2.79398 3.10582 0.28 -0.05 -0.94
C -6.02753 2.12155 3.40626 -0.73 0.07 0.14
C -6.43231 1.42675 2.11605 0.24 -0.64 0.34
O -6.08165 2.34245 1.07747 0.47 0.81 0.32
H -6.76457 2.87170 3.69762 0.07 -0.15 -0.09
H -5.88378 1.41684 4.22647 0.24 0.11 -0.11
H -7.49740 1.19693 2.08400 0.08 0.26 -0.16
H -5.85751 0.50789 1.96483 -0.05 0.02 0.04
O -8.76270 2.75734 6.88651 0.24 0.48 -1.03
S -8.50337 3.74683 5.88385 -0.09 0.26 0.44
O -8.74424 3.52332 4.48966 -0.08 -0.06 1.00
O -6.97762 4.26641 6.06858 -0.81 -0.38 0.18
C -6.97616 5.67703 6.29417 -0.03 0.68 -0.28
C -8.30806 5.97780 6.96448 0.38 0.03 0.58
O -9.24959 5.12025 6.31830 0.44 -0.58 -0.66
H -6.90003 6.17711 5.32463 0.01 0.01 0.08
H -6.12729 5.96241 6.91636 -0.05 -0.28 -0.05
H -8.60139 7.02199 6.85682 -0.16 -0.20 -0.17
H -8.28434 5.71464 8.02606 0.04 0.07 -0.05
O 8.34981 1.66098 0.04335 -0.57 0.07 -1.01
S 8.04192 1.73156 -1.35339 0.39 0.05 0.14
O 6.84217 2.33095 -1.85565 0.87 -0.20 0.54
O 8.17713 0.23980 -1.97787 0.19 0.68 0.49
C 9.14508 0.24612 -3.02765 0.12 0.14 -0.63
C 10.11834 1.35910 -2.67042 0.40 -0.48 0.21
O 9.30749 2.39758 -2.12090 -0.87 -0.29 -0.01
H 8.62761 0.46040 -3.96702 0.07 -0.01 0.02
H 9.63662 -0.72488 -3.09827 -0.18 0.04 0.22
H 10.67247 1.72100 -3.53649 -0.21 0.19 0.11
H 10.82220 1.03531 -1.89805 -0.01 -0.04 -0.09
O 7.00674 -5.28137 0.56319 -1.06 -0.13 0.25
S 5.63648 -5.68210 0.68322 0.05 0.19 0.08
O 4.60263 -4.79638 1.12278 0.89 -0.52 -0.39
O 5.58053 -7.03136 1.58387 0.31 0.48 -0.61
C 4.97019 -8.08236 0.83440 -0.53 -0.23 -0.19
C 5.27742 -7.76909 -0.62230 0.45 -0.46 0.04
O 5.17677 -6.34891 -0.72474 -0.21 0.27 0.75
H 3.89361 -8.05629 1.02532 0.05 -0.04 -0.05
H 5.36910 -9.04994 1.14113 0.11 0.23 0.10
H 4.58267 -8.25454 -1.30780 -0.03 0.29 0.03
H 6.30154 -8.05490 -0.88000 -0.07 -0.06 0.02
```
Positions in Å, forces in eV/Å.


No. 3
ORCA calculation (ωB97M-V with the def2-TZVPD basis set) on a molecular structure, C23H39IrN4O2S2Si4 in a non-equilibrium geometry.

Properties
Spin multiplicity: 2
Energy above the lowest of the compared OMol25 structures with the same formula, charge and spin (eV): 0.544
Total charge: +1

Geometry as XYZ:
```
75
Properties=species:S:1:pos:R:3:forces:R:3
Ir 0.65132 0.07472 0.63438 1.07 -2.15 -2.07
C -2.65364 -3.09559 -2.50114 0.15 0.06 0.16
S -1.58546 -3.80406 -1.22351 -0.09 0.05 -0.06
C -1.09532 -2.39233 -0.33384 0.21 0.50 0.05
S -1.12639 -0.79665 -1.03319 0.30 0.98 1.12
N -0.70492 -2.63293 0.88555 -0.26 -1.09 0.08
N -0.32212 -1.53686 1.53804 0.54 0.58 0.41
C -0.48196 -1.40542 2.80214 -0.30 -0.52 0.01
C -0.28171 -0.07178 3.32004 0.14 0.52 0.27
C -0.48088 0.24006 4.66198 -0.02 -0.30 -0.04
C -0.29235 1.52969 5.10821 0.03 0.14 -0.04
C 0.11182 2.49553 4.19405 -0.09 -0.12 0.21
C 0.28279 2.13435 2.87679 0.13 0.17 -0.30
N 0.07734 0.89250 2.41989 -0.48 -0.40 0.21
H -2.77907 -3.86207 -3.26154 0.00 -0.02 0.02
H -2.18610 -2.21712 -2.93713 -0.02 -0.05 -0.12
H -3.61404 -2.83771 -2.06285 -0.03 0.02 -0.08
H -0.82797 -2.23477 3.41029 -0.20 0.12 0.05
H -0.78229 -0.55462 5.33132 0.01 0.04 0.04
H -0.45016 1.78801 6.14624 0.00 -0.04 0.01
H 0.28190 3.51747 4.50017 0.02 0.02 -0.06
H 0.60298 2.85566 2.14317 0.00 -0.04 -0.05
O 3.21799 -2.55259 -1.22228 -0.04 -0.05 -0.02
C 2.62720 -1.79981 -0.48058 0.10 -0.13 0.06
O 1.66142 -1.01271 -0.82591 -0.58 0.24 0.00
C 3.05013 -1.67314 0.95414 0.19 0.02 0.00
C 3.99808 -2.52056 1.49668 0.00 0.06 0.11
C 4.38247 -2.33102 2.81291 0.02 -0.04 -0.02
C 3.82926 -1.27924 3.53178 0.04 -0.04 -0.09
C 2.89417 -0.47318 2.91357 -0.01 0.20 0.07
N 2.51028 -0.66930 1.64876 -0.95 0.78 0.00
H 4.40861 -3.29773 0.86809 -0.03 -0.01 -0.01
H 5.10673 -2.99211 3.26977 0.02 0.04 0.01
H 4.12515 -1.07707 4.55115 -0.04 0.00 0.01
H 2.44738 0.36624 3.43290 0.00 -0.04 0.01
C -0.43066 4.55988 0.58652 0.00 -0.05 0.05
Si -0.26480 3.68119 -1.06962 0.55 -0.29 -0.31
C -1.94940 3.15781 -1.71578 0.01 -0.04 0.12
C 0.56727 4.87822 -2.25895 -0.24 0.11 0.05
Si 1.27364 1.79483 -0.84470 0.04 0.55 0.08
Si 1.53609 0.97997 -3.47745 0.06 0.48 0.15
C -0.25842 1.13094 -3.97456 -0.05 -0.05 0.06
C 2.30015 -0.67370 -3.80555 -0.03 -0.18 0.27
C 2.55430 2.37371 -4.19336 0.03 -0.09 -0.10
Si 3.62919 2.36186 -0.59831 -0.04 -0.10 -0.24
C 4.28435 3.83808 -1.55121 -0.10 0.05 0.04
C 4.68198 0.84984 -0.97810 -0.06 -0.07 0.14
C 3.62995 2.79866 1.23617 -0.05 -0.02 0.06
H -0.95350 5.50884 0.44103 0.00 -0.02 -0.07
H 0.54232 4.79361 1.02697 0.00 0.02 -0.02
H -1.00632 3.98033 1.30902 -0.06 0.02 -0.04
H -2.74095 3.75867 -1.26243 0.03 0.01 0.03
H -2.15879 2.10985 -1.49046 -0.05 0.02 0.01
H -2.01781 3.29154 -2.79552 0.03 -0.02 0.01
H 0.01597 5.82327 -2.27415 0.00 -0.01 -0.02
H 0.58229 4.49724 -3.28103 -0.01 -0.01 0.01
H 1.59155 5.10561 -1.96226 0.00 -0.02 0.00
H -0.93489 0.69813 -3.23981 -0.02 -0.01 -0.05
H -0.40787 0.58788 -4.91366 0.08 -0.02 0.00
H -0.54700 2.16876 -4.14086 0.09 0.02 0.03
H 1.98864 -1.41918 -3.07616 -0.04 0.01 -0.09
H 3.38980 -0.63710 -3.77707 0.00 0.07 -0.01
H 1.99158 -1.02568 -4.79487 -0.01 0.16 -0.06
H 2.37017 3.33958 -3.72857 -0.05 -0.02 0.01
H 2.30276 2.46548 -5.25604 -0.02 -0.04 0.01
H 3.62170 2.15715 -4.13401 -0.01 -0.03 0.03
H 4.36530 3.64426 -2.61851 0.01 0.00 0.01
H 5.28781 4.07930 -1.18779 -0.01 -0.06 0.06
H 3.67068 4.72947 -1.41456 0.02 0.00 0.02
H 5.39999 1.05249 -1.77493 -0.01 0.07 0.01
H 4.08185 -0.00323 -1.29228 0.03 0.02 -0.06
H 5.24856 0.53791 -0.09628 0.02 0.03 -0.01
H 3.12687 3.75252 1.41619 -0.01 0.00 -0.04
H 4.65244 2.89349 1.61308 0.02 0.00 -0.07
H 3.12571 2.03272 1.82715 0.02 0.01 -0.02
```
Positions in Å, forces in eV/Å.